# 1
ORCA calculation (the ωB97M-V functional and the def2-TZVPD basis) on a cluster of 3 separate species, C4H14N3O in total in a non-equilibrium geometry.

Summary:
Molar mass (u): 120.18
HOMO level (eV): -12.693
Largest force on an atom (eV/A): 3.9
Calculated total energy (Ha): -399.8456
Relative energy (zero: lowest compared OMol25 entry of this formula, charge and spin) (eV): 7.807
Lowest unoccupied orbital energy (eV): -8.72

ORCA input file:
```
! wB97M-V def2-TZVPD RIJCOSX def2/J DEFGRID3
* xyz 1 1
O 1.337 1.493 -1.220
N -0.747 -4.014 -2.746
N -1.900 2.477 0.880
N 1.645 -0.662 1.779
C 0.351 -0.844 -0.275
C 0.650 -0.302 0.884
C -0.028 0.999 1.295
C -1.300 1.234 0.461
H -1.985 0.418 0.675
H 2.103 -1.539 1.596
H 2.056 1.553 -1.863
H -0.274 1.036 2.367
H 0.166 -4.361 -3.038
H 1.117 0.505 -1.026
H 1.386 -0.559 2.745
H -0.746 -3.017 -2.676
H 0.678 1.814 1.106
H -2.833 2.612 0.512
H -0.985 1.248 -0.589
H 0.691 -1.850 -0.574
H -1.363 3.302 0.591
H -1.454 -4.356 -3.367
*
```

=====

# 2
ORCA calculation (the ωB97M-V functional and the def2-TZVPD basis) on a structure of composition C30H36F6N5O5PS3Sc in a non-equilibrium geometry.

Summary:
Molar mass (u): 832.77
<S²>: 0.7613
HOMO level (spin up / spin down) (eV): -8.067 / -8.065
Largest force on an atom (eV/A): 2.7
Calculated total energy (Ha): -4710.9690
Relative energy (zero: lowest compared OMol25 entry of this formula, charge and spin) (eV): 0.000
Lowest unoccupied orbital energy (spin up / spin down) (eV): -0.60 / -2.23

ORCA input file:
```
! wB97M-V def2-TZVPD RIJCOSX def2/J DEFGRID3
* xyz 0 2
Sc -3.606 -2.761 18.852
S -5.616 -1.207 20.557
S -2.645 -6.590 17.645
S -4.694 -6.717 15.567
P -1.778 -0.215 17.578
F -2.105 1.279 18.017
F -1.247 0.162 16.084
F -1.523 -1.839 17.251
F -2.407 -0.793 19.088
F -3.324 -0.393 16.993
F -0.285 -0.122 18.175
O -5.148 -1.111 19.119
O -4.615 -4.502 19.364
O -4.163 -3.146 16.765
O -5.369 -6.043 20.867
O -5.479 -0.064 21.416
N -3.168 -2.926 14.684
N -4.745 -2.484 20.982
N -5.420 -2.490 14.968
N -1.825 -3.593 19.674
N -5.318 -6.997 18.001
C -6.502 -2.094 15.818
C 1.672 -2.767 19.796
C -9.676 -0.744 20.491
C 0.586 -3.552 19.322
C -8.311 -0.583 20.802
C -2.951 -1.836 13.707
C -5.103 -4.874 20.545
C -5.682 -2.607 13.532
C -1.294 -3.929 23.917
C 0.607 -4.000 18.011
C 2.671 -2.381 18.919
C -0.677 -3.731 20.177
C 0.817 -5.041 23.468
C -10.105 -1.844 19.712
C 0.710 -4.723 22.105
C -5.347 -3.682 21.495
C -0.201 -4.668 24.357
C -6.414 -7.015 15.882
C -11.496 -2.083 19.159
C -9.153 -2.822 19.420
C -2.003 -3.725 15.079
C 2.659 -2.810 17.601
C -4.237 -2.863 15.533
C -0.435 -4.058 21.650
C -4.238 -6.810 17.220
C -7.392 -1.574 20.451
C -6.563 -7.399 17.333
C -7.800 -2.677 19.709
C 1.633 -3.654 17.139
C -1.410 -3.621 22.562
H -4.867 -3.939 22.465
H -12.223 -1.307 19.381
H -6.739 -7.805 15.208
H 1.686 -2.457 20.852
H -2.242 -4.434 15.902
H -0.236 -4.575 17.645
H -11.436 -2.231 18.067
H -1.149 -3.134 15.387
H -6.424 -3.586 21.659
H -6.745 -2.872 16.560
H -7.415 -6.895 17.827
H -7.942 0.365 21.238
H -6.230 -1.174 16.390
H -5.554 -1.649 13.005
H 1.503 -4.989 21.405
H -7.022 -3.365 19.323
H 3.453 -1.706 19.267
H -1.682 -4.366 14.232
H -10.397 0.022 20.737
H -3.120 -2.196 12.667
H -11.850 -3.020 19.616
H 1.743 -5.489 23.888
H -6.698 -8.492 17.443
H -6.972 -6.100 15.626
H 1.583 -4.001 16.109
H 3.499 -2.480 16.949
H -2.259 -3.073 22.178
H -0.085 -4.919 25.419
H -7.406 -1.888 15.221
H -3.599 -1.002 13.956
H -6.745 -2.884 13.425
H -9.523 -3.711 18.878
H -5.064 -3.370 13.025
H -1.896 -1.518 13.748
H -5.247 -6.859 19.030
H -2.060 -3.573 24.643
*
```

=====

Copy entry 1 word for word.
ORCA calculation (the ωB97M-V functional and the def2-TZVPD basis) on a cluster of 3 separate species, C4H14N3O in total in a non-equilibrium geometry.

Summary:
Molar mass (u): 120.18
HOMO level (eV): -12.693
Largest force on an atom (eV/A): 3.9
Calculated total energy (Ha): -399.8456
Relative energy (zero: lowest compared OMol25 entry of this formula, charge and spin) (eV): 7.807
Lowest unoccupied orbital energy (eV): -8.72

ORCA input file:
```
! wB97M-V def2-TZVPD RIJCOSX def2/J DEFGRID3
* xyz 1 1
O 1.337 1.493 -1.220
N -0.747 -4.014 -2.746
N -1.900 2.477 0.880
N 1.645 -0.662 1.779
C 0.351 -0.844 -0.275
C 0.650 -0.302 0.884
C -0.028 0.999 1.295
C -1.300 1.234 0.461
H -1.985 0.418 0.675
H 2.103 -1.539 1.596
H 2.056 1.553 -1.863
H -0.274 1.036 2.367
H 0.166 -4.361 -3.038
H 1.117 0.505 -1.026
H 1.386 -0.559 2.745
H -0.746 -3.017 -2.676
H 0.678 1.814 1.106
H -2.833 2.612 0.512
H -0.985 1.248 -0.589
H 0.691 -1.850 -0.574
H -1.363 3.302 0.591
H -1.454 -4.356 -3.367
*
```